# 1
95
Properties=species:S:1:pos:R:3 method="wB97M-V/def2-TZVPD" gap_ev="4.1 / 4.0" multiplicity=2 homo_energy_ev="-6.489 / -6.429" charge=0
Pd -0.43937 -0.14062 -0.04430
O -2.51275 -1.35055 -1.19213
S -3.16819 -1.12447 0.07315
O -4.23503 -0.15282 0.09477
N -1.97231 -0.71822 1.06944
C -2.19254 -0.22121 2.31000
C -3.34190 -0.46066 3.05361
C -3.44893 -0.00202 4.36624
C -2.43094 0.69467 4.96919
C -1.25115 0.97484 4.25636
C -0.16696 1.70117 4.79253
C 0.93018 1.95984 4.01550
C 0.95656 1.47668 2.69805
N -0.03365 0.79684 2.17585
C -1.13118 0.53114 2.91310
C -3.82663 -2.70195 0.62870
C -2.94714 -3.67360 1.06559
C -3.43796 -4.90924 1.45385
C -4.79899 -5.15991 1.38847
C -5.67597 -4.17893 0.95468
C -5.18764 -2.93890 0.57907
H -4.15225 -1.00547 2.59332
H -4.35767 -0.20830 4.91447
H -2.52629 1.05443 5.98195
H -0.22001 2.04592 5.81511
H 1.77011 2.51846 4.40001
H 1.81060 1.65098 2.06002
H -1.89056 -3.45751 1.09188
H -2.75964 -5.67409 1.80117
H -5.17977 -6.12712 1.67470
H -6.73517 -4.37834 0.90540
H -5.83956 -2.14713 0.24774
Br 2.92689 9.70668 -0.53526
C 2.46543 8.38235 -1.81747
C 3.09919 8.37650 -3.05778
C 2.72283 7.46136 -4.01043
C 1.72712 6.50208 -3.72672
C 1.13048 6.50862 -2.43800
C 1.48682 7.44737 -1.50414
N 1.38565 5.61155 -4.67110
N 0.54611 4.67642 -4.43429
C 0.71794 3.60541 -3.68534
C 1.99941 3.21087 -3.22247
C 2.15474 2.19180 -2.32437
C 1.04499 1.50738 -1.78799
O 1.21598 0.56542 -0.91755
C -0.26150 1.88310 -2.23712
N -1.32343 1.27266 -1.64777
C -2.54005 1.56119 -2.06050
C -2.79009 2.48046 -3.08200
C -1.73418 3.14662 -3.66408
C -0.43325 2.86870 -3.23990
H 3.87715 9.09496 -3.26250
H 3.19026 7.43825 -4.98285
H 0.37642 5.77187 -2.20680
H 1.01174 7.45854 -0.53428
H 2.85682 3.75297 -3.59201
H 3.13599 1.89975 -1.98235
H -3.35627 1.05111 -1.56654
H -3.80612 2.67629 -3.38532
H -1.88226 3.88231 -4.44064
C -1.28555 -4.56197 -2.73601
C -0.95998 -3.24617 -3.02477
C -0.22113 -2.50586 -2.12009
C 0.20162 -3.07416 -0.91986
C -0.13001 -4.39428 -0.64031
C -0.86851 -5.13513 -1.54750
Ge 1.16106 -1.84912 0.33438
C 2.99106 -1.63000 -0.43201
C 3.32974 -2.28452 -1.61069
C 4.58465 -2.12747 -2.17173
C 5.51492 -1.29894 -1.56854
C 5.18823 -0.63983 -0.39471
C 3.93554 -0.80503 0.16741
C 1.35467 -2.62516 2.17951
C 0.28889 -2.58382 3.07027
C 0.41332 -3.10164 4.34679
C 1.60698 -3.68066 4.74346
C 2.67240 -3.73708 3.86052
C 2.55091 -3.20225 2.58932
H -1.85177 -5.14576 -3.44775
H -1.30030 -2.79393 -3.94433
H 0.04692 -1.47362 -2.35070
H 0.20948 -4.84123 0.28715
H -1.12210 -6.16222 -1.32297
H 2.60146 -2.92850 -2.08700
H 4.83669 -2.65262 -3.08209
H 6.49208 -1.16764 -2.01068
H 5.91366 0.00540 0.08008
H 3.67419 -0.28813 1.08153
H -0.64709 -2.14362 2.75358
H -0.42166 -3.05433 5.03060
H 1.70603 -4.09512 5.73650
H 3.59990 -4.20062 4.16309
H 3.38156 -3.24151 1.89757

# 2
94
Properties=species:S:1:pos:R:3 method="wB97M-V/def2-TZVPD" gap_ev=7.2 homo_energy_ev=-7.394 charge=0
Ag 2.56459 -1.12326 -1.51894
I 5.01599 -2.76096 -1.27884
C 5.90629 -2.19236 0.60096
C 7.26379 -2.01866 0.48756
C 8.05539 -1.74236 1.60616
C 7.48019 -1.73126 2.84236
C 6.09579 -1.95126 2.99396
C 5.57669 -2.02536 4.30176
C 4.25359 -2.27056 4.51996
C 3.39829 -2.32416 3.42096
C 3.84559 -2.20236 2.12166
P 2.45829 -1.90336 0.94066
C 1.81159 -0.40736 1.77236
C 0.54459 -0.17606 2.29196
C 0.21189 1.07004 2.79766
C 1.12089 2.11084 2.75826
C 2.36729 1.90844 2.18486
C 2.70809 0.66404 1.70166
C 1.52049 -3.42896 1.27246
C 0.42019 -3.62046 2.09666
C -0.11791 -4.88596 2.24776
C 0.44429 -5.97546 1.60636
C 1.53579 -5.79366 0.77086
C 2.05589 -4.52906 0.59876
C 5.24039 -2.11776 1.85236
H 7.74469 -2.11136 -0.47474
H 9.11389 -1.57856 1.47736
H 8.07619 -1.57116 3.72976
H 6.26519 -1.89676 5.12306
H 3.86649 -2.37356 5.52156
H 2.33889 -2.43976 3.59496
H -0.19931 -0.95516 2.28606
H -0.77261 1.22654 3.21206
H 0.85699 3.07984 3.15186
H 3.07279 2.72244 2.10766
H 3.68099 0.51444 1.24076
H -0.02851 -2.79976 2.63066
H -0.98711 -5.02046 2.87526
H 0.03739 -6.96286 1.75866
H 1.97359 -6.63456 0.24996
H 2.89239 -4.38496 -0.07154
Se -4.67381 -1.72526 -3.03814
P -3.60691 -0.49156 -1.72624
C -3.76921 1.27114 -2.19324
C -3.71651 1.56014 -3.55124
C -3.91951 2.85234 -3.99614
C -4.15321 3.86834 -3.08444
C -4.22821 3.57954 -1.73274
C -4.05741 2.28304 -1.28454
C -4.27291 -0.57216 -0.03044
C -3.61331 -1.20006 1.01736
C -4.21221 -1.25626 2.26526
C -5.46351 -0.69836 2.46766
C -6.13531 -0.09916 1.41346
C -5.54911 -0.04776 0.16336
C -1.86231 -0.91106 -1.63444
C -0.59611 -0.34126 -1.86104
N 0.28429 -1.35316 -1.67134
N -0.38101 -2.43316 -1.34874
N -1.65621 -2.19966 -1.32784
P 0.04699 1.30544 -2.11284
Se 2.17879 1.46984 -2.09984
C -0.51691 1.96754 -3.70924
C -0.76321 3.32034 -3.89714
C -0.95881 3.80744 -5.17654
C -0.92451 2.95354 -6.26664
C -0.70581 1.59974 -6.07334
C -0.48991 1.10634 -4.80064
C -0.60721 2.35104 -0.77804
C -1.52251 1.86294 0.13906
C -1.96311 2.66744 1.17416
C -1.50121 3.96574 1.28976
C -0.56131 4.44624 0.39266
C -0.10201 3.63914 -0.63024
H -3.54471 0.75334 -4.25244
H -3.90471 3.06454 -5.05374
H -4.29161 4.88294 -3.42704
H -4.43431 4.36404 -1.02034
H -4.16421 2.06754 -0.23184
H -2.64831 -1.65966 0.85236
H -3.70061 -1.74066 3.08406
H -5.92551 -0.74426 3.44336
H -7.11641 0.32674 1.56556
H -6.07481 0.39634 -0.67274
H -0.80901 3.99024 -3.05124
H -1.12561 4.86324 -5.31964
H -1.06511 3.34114 -7.26534
H -0.68411 0.92924 -6.91804
H -0.29521 0.05334 -4.64334
H -1.89791 0.85594 0.04566
H -2.66641 2.27424 1.89216
H -1.86651 4.59944 2.08496
H -0.18291 5.45244 0.49496
H 0.66099 3.99404 -1.30874

# 3
93
Properties=species:S:1:pos:R:3 method="wB97M-V/def2-TZVPD" gap_ev="7.3 / 8.1" multiplicity=4 homo_energy_ev="-7.010 / -7.825" charge=0 de_lowest_ev=0.307
V -0.17774 0.36577 0.28332
Se -6.86867 -0.20309 -1.31287
P -5.48992 1.17955 -2.08553
C -5.33347 1.02341 -3.89503
C -5.79388 2.00002 -4.77217
C -5.73839 1.77888 -6.14116
C -5.23236 0.58701 -6.63783
C -4.78807 -0.39493 -5.76346
C -4.84592 -0.17753 -4.39801
C -5.93351 2.92207 -1.82416
C -5.13511 3.95235 -2.32136
C -5.54262 5.26602 -2.17613
C -6.74235 5.55957 -1.53892
C -7.53261 4.53677 -1.04033
C -7.12972 3.21619 -1.18609
C -3.83025 1.03592 -1.36857
C -2.86353 0.03818 -1.15532
N -1.87280 0.65176 -0.46030
N -2.19983 1.90565 -0.23564
N -3.36796 2.15516 -0.76002
P -2.38674 -1.63501 -1.58223
Se -1.08675 -2.40950 -0.08328
C -1.53794 -1.51164 -3.18347
C -1.54631 -0.33149 -3.91989
C -0.92497 -0.28693 -5.15896
C -0.29537 -1.41418 -5.66419
C -0.25259 -2.58109 -4.91160
C -0.86418 -2.63063 -3.67063
C -3.83205 -2.69989 -1.77472
C -4.14832 -3.34475 -2.96576
C -5.24498 -4.19039 -3.01275
C -6.00955 -4.40596 -1.87540
C -5.68323 -3.77373 -0.68484
C -4.59829 -2.91710 -0.63277
H -6.19802 2.92789 -4.39052
H -6.09683 2.54237 -6.81951
H -5.19349 0.41926 -7.70667
H -4.40103 -1.33328 -6.14193
H -4.53868 -0.95232 -3.71079
H -4.19748 3.72378 -2.80983
H -4.92463 6.06877 -2.55778
H -7.05750 6.58987 -1.43295
H -8.46523 4.76466 -0.54083
H -7.73699 2.40379 -0.80661
H -2.02800 0.55500 -3.52888
H -0.94521 0.63165 -5.73125
H 0.16358 -1.38440 -6.64393
H 0.26363 -3.45323 -5.29241
H -0.81453 -3.52419 -3.05885
H -3.54575 -3.18614 -3.85215
H -5.50210 -4.68048 -3.94293
H -6.86429 -5.06825 -1.92083
H -6.28565 -3.92735 0.20051
H -4.34077 -2.41317 0.29086
C 3.34067 -4.26541 2.86168
C 2.26394 -3.48432 3.25889
C 1.80201 -2.47387 2.43185
C 2.42284 -2.22985 1.20760
C 3.49072 -3.02660 0.80570
C 3.94484 -4.04349 1.63323
P 1.88618 -0.73419 0.31710
C 2.51089 -0.90662 -1.38731
C 2.34073 -2.07604 -2.12603
C 2.70779 -2.11370 -3.46299
C 3.22388 -0.98267 -4.07831
C 3.35924 0.19658 -3.35865
C 3.00048 0.23685 -2.02117
C 2.94359 0.54258 1.07534
C 4.25769 0.35715 1.42448
C 4.98809 1.41962 1.98466
C 4.40111 2.64249 2.16179
C 3.05007 2.86424 1.81045
C 2.42291 4.11963 1.97087
C 1.10747 4.27054 1.63548
C 0.34935 3.18574 1.14415
C 0.89521 1.92814 0.95218
C 2.28605 1.78687 1.28052
H 3.71372 -5.04792 3.50988
H 1.78814 -3.66862 4.21333
H 0.96004 -1.85873 2.73031
H 3.97027 -2.84151 -0.14685
H 4.77591 -4.66048 1.31563
H 1.90794 -2.95313 -1.65895
H 2.57946 -3.02413 -4.03501
H 3.51778 -1.01662 -5.11978
H 3.73321 1.09111 -3.84008
H 3.09421 1.15785 -1.45810
H 4.73096 -0.60423 1.26913
H 6.01964 1.26498 2.27567
H 4.96943 3.46322 2.58530
H 2.99825 4.95255 2.35884
H 0.62831 5.23587 1.75135
H -0.69210 3.35940 0.91662

| no. | E_tot (Ha) |
| --- | --- |
| 1 | -7526.5426 |
| 2 | -8286.6280 |
| 3 | -8785.9437 |